71
Properties=species:S:1:pos:R:3:mulliken_charge:R:1 method="wB97M-V/def2-TZVPD" gap_ev=3.7 lumo_energy_ev=-4.1233 spin_multiplicity=1 charge=+1 relative_energy_ev=3.0708 homo_ev=-7.816
C -3.81502 1.02906 4.49778 -1.32
C -3.33156 0.72952 3.09105 0.22
C -4.22639 -0.27272 2.39168 -1.41
N -1.95766 0.21108 3.10465 0.93
N -1.73032 -1.09111 3.21952 -1.09
N -0.38811 -1.20390 3.28316 1.07
C 0.22804 -2.54262 3.39963 0.41
C -0.13670 -3.37694 2.18755 -1.33
C -0.20143 -3.20322 4.69577 -1.39
C 0.22545 0.00106 3.21145 -0.96
C 1.68297 0.15195 3.23278 -0.53
C 2.36996 0.29560 4.46199 -0.14
C 3.75475 0.42380 4.48557 -0.72
C 4.48204 0.40814 3.28952 -0.37
C 3.81656 0.27556 2.06453 -0.59
C 2.43003 0.15400 2.02784 -0.24
C -0.79556 0.95697 3.11484 2.58
C -0.69206 2.33579 3.00659 -2.54
H -4.83465 1.42902 4.47055 0.41
H -3.82104 0.11094 5.09823 0.32
H -3.17214 1.77561 4.97355 0.34
H -3.26113 1.66020 2.52754 0.20
H -5.23769 0.14230 2.31917 0.45
H -3.88008 -0.46565 1.37331 0.31
H -4.26878 -1.21520 2.94717 0.32
H 1.30570 -2.36889 3.41748 0.13
H 0.37507 -4.34539 2.23675 0.43
H -1.21816 -3.55092 2.15162 0.33
H 0.18673 -2.88144 1.26672 0.27
H 0.30824 -4.16837 4.80476 0.42
H 0.07994 -2.58754 5.55531 0.35
H -1.28381 -3.37494 4.70246 0.32
H 1.77901 0.32496 5.38035 0.48
H 4.26593 0.53744 5.44207 0.38
H 5.56719 0.50327 3.31280 0.38
H 4.37988 0.26940 1.13075 0.38
H 1.88460 0.07582 1.08365 0.59
H 0.32054 2.71771 3.06972 0.41
H -1.59368 2.93586 2.99052 0.26
C 2.01340 3.65211 -3.01500 -0.78
N 1.89323 2.21125 -3.08855 0.14
C 2.89875 1.45347 -3.66463 -0.48
C 2.52838 0.15846 -3.57735 -0.57
N 1.29151 0.12536 -2.95489 0.14
C 0.58203 -1.11306 -2.72096 -0.87
C 0.88477 1.39315 -2.67254 0.44
C -0.28098 1.73202 -1.84876 0.66
C -0.62515 3.16829 -1.73044 -1.50
C -0.56074 3.77913 -0.52867 0.31
C -0.74220 5.20379 -0.33442 0.91
C -0.53499 5.75609 0.95127 -0.28
C -0.65951 7.12104 1.17745 -0.64
C -0.99983 7.97430 0.11559 -0.41
C -1.20400 7.44726 -1.16757 -0.71
C -1.08080 6.07547 -1.39928 -0.29
O -0.92049 0.83387 -1.26198 -0.63
H 1.13563 4.10357 -2.55202 0.28
H 2.90072 3.91810 -2.42381 0.35
H 2.13469 4.06301 -4.02721 0.38
H 3.78310 1.90603 -4.07733 0.51
H 3.03335 -0.73862 -3.88977 0.49
H -0.36515 -0.88961 -2.22743 0.30
H 0.41443 -1.62514 -3.67916 0.35
H 1.18819 -1.77187 -2.08381 0.37
H -0.98058 3.63000 -2.65760 0.65
H -0.32646 3.18102 0.35731 0.07
H -0.26130 5.06701 1.75105 0.29
H -0.49000 7.51584 2.17973 0.41
H -1.10439 9.04433 0.29223 0.38
H -1.46179 8.11005 -1.99530 0.37
H -1.23627 5.66593 -2.40003 0.28